No. 1
Computed, not measured: a single C3H6N2O molecule, with the ωB97M-V functional and the def2-TZVPD basis.

Its LUMO energy is 0.940 eV. As for the max |F|: 1.91 eV/Å. The HOMO energy is -9.23 eV. For the HOMO-LUMO gap, the calculation gives 10.175 eV. The energy relative to the best compared isomer or geometry (same formula, charge and spin) comes out at 29.1 kcal per mole.

Geometry as XYZ:
```
12
C3H6N2O, DFT the ωB97M-V functional and the def2-TZVPD basis
C 1.556 -0.206 0.825
C -1.065 0.193 0.052
N -1.181 -1.074 -0.409
C 0.127 0.997 -0.608
N 1.355 0.340 -0.293
O -1.830 0.698 0.834
H -1.987 -1.613 -0.136
H -0.498 -1.461 -1.036
H 2.513 -0.683 0.983
H 0.873 -0.213 1.678
H 0.013 1.012 -1.696
H 0.124 2.010 -0.196
```

---

No. 2
Computed, not measured: a molecular structure, C3H6N2O, with the ωB97M-V functional and the def2-TZVPD basis.

Its LUMO energy (spin up / spin down) is -0.398 / -0.399 eV. As for the max |F|: 1.76 eV/Å. The HOMO energy (spin up / spin down) is -9.07 / -9.07 eV. For the HOMO-LUMO gap (spin up / spin down), the calculation gives 8.668 / 8.666 eV. The energy relative to the best compared isomer or geometry (same formula, charge and spin) comes out at 127.1 kcal per mole.

Geometry as XYZ:
```
12
C3H6N2O, DFT the ωB97M-V functional and the def2-TZVPD basis
C 1.157 -0.832 -0.454
C -0.685 -1.036 0.924
O -1.389 -1.946 1.030
N -1.167 0.855 1.209
C -0.885 1.190 -0.059
N 0.371 1.207 -0.482
H 0.829 -1.861 -0.622
H 1.518 -0.406 -1.389
H 1.875 -0.727 0.355
H -0.281 0.955 1.729
H -1.745 1.225 -0.744
H 0.401 1.377 -1.497
```